Record 1
50
Properties=species:S:1:pos:R:3:forces:R:3 method="wB97M-V/def2-TZVPD" relative_energy_ev=2.2283 gap_ha=0.332 spin_multiplicity=1 smiles="COCC/N=C/[C@H]1C(=O)N(C)c2ccc(C(F)(F)F)cc2N(c2ccccc2)C1=O"
O -3.268 -0.528 -0.659 2.15 -0.26 0.64
O -2.062 2.757 -2.225 -0.13 -0.74 -0.96
F 4.674 -0.698 0.655 -0.06 -0.61 -0.45
F 3.384 -2.274 1.358 0.20 -0.11 -1.33
F 4.391 -2.448 -0.638 -0.22 0.00 0.74
N -1.022 1.542 1.798 1.48 0.82 -2.97
O 0.805 2.819 4.716 0.54 0.42 0.44
C -2.076 -0.190 -0.566 -3.00 -1.06 -1.22
C -1.504 1.734 -1.855 0.08 3.44 -0.63
C -0.887 1.816 0.513 0.75 -0.68 4.00
C -1.960 -5.135 -1.714 0.79 0.74 -0.87
C -2.358 -4.541 -0.539 0.00 0.70 0.55
C -1.172 -4.381 -2.635 0.00 -0.32 0.77
C -2.043 -3.199 -0.277 0.62 -0.03 -0.89
C -0.830 -3.057 -2.356 -0.48 0.16 0.18
C 1.915 0.967 -1.902 0.07 -0.17 1.25
C 2.862 0.311 -1.121 0.65 -0.41 -1.06
C 1.283 -1.301 -0.421 1.01 0.05 0.23
C -1.304 -2.424 -1.181 -0.41 -1.74 -0.44
C 0.270 -0.585 -1.060 1.68 0.67 -0.30
C 0.605 0.561 -1.856 -1.11 -1.62 0.70
C 2.629 -0.892 -0.448 -1.55 0.98 -0.60
N -1.033 -1.053 -0.926 -1.27 0.86 0.53
N -0.393 1.264 -2.554 -0.34 -0.99 -0.07
C 0.571 3.568 5.924 0.08 -1.37 -0.65
C -1.896 1.311 -0.461 1.92 -1.48 -0.07
C 3.767 -1.619 0.219 -0.13 1.03 0.96
C -0.114 1.723 -3.943 -0.61 1.47 0.55
C 0.151 1.941 2.630 -0.86 0.57 -0.23
C -0.303 2.688 3.857 -0.22 -0.76 0.79
H 0.015 2.366 0.180 -0.48 -0.20 -0.10
H -2.242 -6.162 -1.892 0.16 -0.08 -0.24
H -2.897 -5.107 0.229 0.13 0.22 -0.42
H -0.732 -4.836 -3.533 -0.49 0.10 0.38
H -2.337 -2.738 0.632 -0.39 0.27 0.70
H -0.230 -2.506 -3.086 -0.15 -0.09 0.33
H 2.142 1.898 -2.385 0.30 0.10 -0.29
H 3.849 0.708 -1.223 0.62 0.06 0.38
H 1.040 -2.197 0.130 -0.26 -0.09 0.04
H -0.473 3.478 6.183 -0.43 0.10 0.31
H 0.840 4.597 5.806 0.14 0.71 -0.16
H 1.177 3.117 6.719 -0.09 0.11 -0.23
H -2.858 1.704 -0.187 -0.33 0.13 -0.38
H -0.943 1.491 -4.619 -0.15 0.22 0.46
H 0.062 2.823 -3.922 -0.31 -0.70 -0.21
H 0.748 1.275 -4.414 0.40 -0.50 0.61
H 0.696 1.063 2.945 0.00 -0.42 0.02
H 0.854 2.621 2.156 0.21 -0.09 -0.74
H -1.062 2.084 4.356 -0.37 0.06 0.10
H -0.731 3.643 3.591 -0.19 0.52 -0.14

Record 2
66
Properties=species:S:1:pos:R:3:forces:R:3 method="wB97M-V/def2-TZVPD" relative_energy_ev=0.0000 gap_ha=0.201 spin_multiplicity=1 total_charge=+2
Mo -0.073 -0.263 0.265 0.00 -0.14 -0.05
C 1.813 2.173 -4.589 0.01 0.00 0.00
O 1.211 1.763 -3.355 -0.01 0.00 -0.01
C 0.366 2.602 -2.764 0.02 -0.03 0.01
C -0.034 3.850 -3.235 -0.01 0.01 0.01
C -0.936 4.647 -2.526 0.01 -0.01 0.00
C -1.467 4.230 -1.325 -0.01 0.01 0.00
C -1.080 2.979 -0.826 0.00 -0.02 0.01
C -1.572 2.492 0.403 0.00 -0.01 -0.01
N -1.279 1.337 0.957 0.06 0.03 0.01
N -1.935 1.165 2.162 -0.01 0.00 0.02
C -1.529 0.085 2.715 0.00 0.01 -0.02
O -0.585 -0.612 2.048 -0.02 -0.01 -0.03
C -2.013 -0.446 3.977 0.01 -0.01 0.03
C -1.637 -1.725 4.386 0.00 0.00 0.00
C -2.133 -2.233 5.574 0.01 0.00 0.00
C -2.994 -1.468 6.349 0.00 0.00 0.00
C -3.369 -0.193 5.940 0.00 0.00 0.01
C -2.884 0.322 4.754 0.01 0.00 -0.02
C -0.179 2.184 -1.540 -0.01 0.08 0.02
O 0.163 1.001 -1.042 0.02 0.01 -0.05
H 2.465 1.356 -4.879 0.00 0.00 0.00
H 1.053 2.327 -5.356 0.00 0.00 0.00
H 2.403 3.079 -4.446 0.00 0.00 0.00
H 0.360 4.217 -4.172 0.00 0.00 0.00
H -1.216 5.607 -2.935 0.00 0.00 0.00
H -2.167 4.843 -0.775 0.00 0.00 0.00
H -2.258 3.106 0.977 0.00 0.00 0.00
H -0.978 -2.320 3.768 0.00 0.00 0.00
H -1.853 -3.227 5.896 0.00 0.00 0.00
H -3.380 -1.869 7.277 0.00 0.00 0.00
H -4.042 0.396 6.548 0.00 0.00 0.00
H -3.170 1.311 4.423 0.00 0.00 0.00
N 3.340 -2.610 1.531 -0.01 0.00 0.01
C 3.202 -1.973 0.158 -0.03 0.02 0.00
C 4.366 -2.382 -0.734 0.01 0.01 0.00
P 3.169 -0.114 0.385 0.00 0.01 0.03
O 4.083 -0.011 1.687 0.03 -0.01 0.02
O 3.609 0.618 -0.789 0.00 0.01 -0.01
O 1.723 0.123 0.946 -0.06 0.06 -0.01
P 1.534 -2.397 -0.458 0.02 -0.05 -0.01
O 1.713 -3.806 -1.095 -0.01 -0.01 0.00
O 1.044 -1.273 -1.343 0.02 -0.01 0.00
O 0.619 -2.312 0.761 0.00 0.00 0.02
H 4.072 -2.124 2.062 0.00 -0.01 0.00
H 3.581 -3.602 1.457 0.01 0.00 0.00
H 2.453 -2.528 2.046 0.00 0.00 0.00
H 5.315 -2.046 -0.315 0.00 0.00 0.00
H 4.253 -1.904 -1.706 0.00 0.00 0.00
H 4.393 -3.463 -0.877 0.00 0.00 0.00
H 4.753 0.689 1.657 -0.02 -0.01 -0.02
H 0.933 -4.225 -1.497 0.02 0.01 0.01
F -2.122 -3.108 1.105 0.01 -0.02 0.00
C -3.152 -2.578 0.447 -0.01 0.01 0.00
F -4.003 -3.536 0.126 -0.01 -0.01 0.00
F -3.747 -1.707 1.262 -0.02 0.01 0.01
C -2.635 -1.831 -0.824 0.03 -0.05 -0.01
O -1.555 -1.053 -0.461 -0.07 0.13 0.09
C -2.161 -2.827 -1.922 -0.01 0.02 -0.01
F -1.346 -3.752 -1.365 0.01 -0.02 0.01
F -1.452 -2.191 -2.844 0.03 0.00 -0.01
F -3.177 -3.444 -2.487 -0.02 -0.02 -0.01
C -3.731 -0.863 -1.385 0.00 0.03 0.00
F -4.908 -1.459 -1.435 0.01 0.00 0.00
F -3.393 -0.444 -2.602 -0.01 0.00 0.02
F -3.812 0.211 -0.592 0.01 -0.03 -0.02

Record 3
49
Properties=species:S:1:pos:R:3:forces:R:3 method="wB97M-V/def2-TZVPD" relative_energy_ev=0.1079 gap_ha=0.251 spin_multiplicity=1 total_charge=+1
Ti -0.120 -0.206 0.321 -0.04 -0.12 -0.07
C 1.087 -0.310 -3.718 -0.02 0.02 0.00
C 1.357 -0.213 -2.255 -0.02 -0.04 -0.11
O 0.273 -0.202 -1.492 0.03 0.05 0.18
C 2.601 -0.146 -1.727 0.11 -0.03 0.04
C 2.900 0.005 -0.328 -0.10 0.13 0.10
C 4.323 0.202 0.083 0.04 -0.04 0.00
N 1.946 0.021 0.564 -0.06 0.00 -0.03
N 2.345 0.259 1.884 -0.01 0.01 -0.03
C 1.308 0.409 2.629 0.13 -0.01 -0.03
O 0.082 0.347 2.096 -0.07 -0.02 -0.13
C 1.417 0.606 4.079 -0.05 0.02 0.04
C 2.663 0.546 4.705 0.03 0.01 -0.02
C 2.755 0.726 6.073 0.00 0.00 0.02
C 1.609 0.963 6.823 -0.01 0.00 -0.01
C 0.369 1.021 6.204 0.00 -0.01 0.01
C 0.269 0.841 4.833 0.01 0.01 0.00
H 0.514 0.562 -4.039 -0.01 -0.01 0.00
H 0.478 -1.192 -3.923 0.00 0.00 0.00
H 2.006 -0.364 -4.295 0.01 0.00 0.01
H 3.440 -0.159 -2.406 0.00 -0.01 0.00
H 4.990 0.094 -0.767 0.00 0.00 0.00
H 4.594 -0.514 0.859 0.01 0.00 0.00
H 4.450 1.192 0.523 -0.01 0.00 0.00
H 3.547 0.363 4.109 0.00 0.00 0.01
H 3.720 0.681 6.558 0.00 0.00 0.00
H 1.684 1.103 7.893 0.00 0.00 0.00
H -0.522 1.208 6.789 0.00 0.00 0.00
H -0.693 0.887 4.343 0.00 0.00 -0.01
I -2.883 0.794 0.043 0.14 0.07 -0.01
C -2.282 2.716 -0.652 0.01 0.01 0.01
I -0.213 3.006 -0.303 -0.01 0.02 0.03
H -2.844 3.470 -0.115 0.00 -0.02 0.03
H -2.471 2.754 -1.717 0.01 0.00 -0.01
C -1.200 -1.985 0.475 -0.13 -0.25 0.19
C 0.128 -2.574 0.675 0.13 0.09 -0.12
C 0.709 -2.597 1.956 -0.01 0.01 0.03
C 2.039 -2.928 2.131 -0.07 0.01 0.05
C 2.818 -3.246 1.023 0.03 0.04 -0.09
C 2.254 -3.286 -0.255 0.09 -0.01 0.05
C 0.932 -2.941 -0.424 -0.15 0.03 -0.02
C 4.222 -3.506 1.189 -0.03 -0.11 -0.05
N 5.348 -3.706 1.298 0.00 0.06 0.02
H -1.841 -2.048 1.353 -0.03 0.06 -0.04
H -1.713 -2.261 -0.442 0.04 -0.04 -0.03
H 0.100 -2.344 2.815 0.02 0.04 0.01
H 2.481 -2.925 3.118 -0.01 0.01 0.00
H 2.865 -3.568 -1.101 0.00 0.01 0.00
H 0.493 -2.950 -1.414 0.02 -0.01 0.00

Record 4
49
Properties=species:S:1:pos:R:3:forces:R:3 method="wB97M-V/def2-TZVPD" relative_energy_ev=1.0936 gap_ha=0.320 spin_multiplicity=1 smiles="COc1ccc(C(=O)Nc2ccc(NS(=O)(=O)c3ccccc3)cc2)cc1OC"
C 1.157 -0.516 -4.977 0.02 -0.16 -0.21
H 0.950 -1.558 -4.716 0.03 0.03 -0.01
O 0.968 0.341 -3.875 0.04 0.21 0.48
C 1.760 0.178 -2.772 -0.12 0.09 0.02
C 2.706 -0.833 -2.644 -0.09 0.00 -0.16
C 3.441 -0.984 -1.483 0.02 0.08 0.31
C 3.213 -0.148 -0.401 0.11 0.10 -0.48
C 2.298 0.889 -0.531 -0.01 -0.04 -0.28
C 1.588 1.084 -1.706 0.09 0.07 0.03
O 0.733 2.152 -1.716 0.05 -0.44 0.09
C 0.628 2.915 -2.901 -0.10 0.27 -0.23
H 1.615 3.128 -3.322 -0.02 -0.02 0.01
H 0.018 2.418 -3.658 0.05 0.09 0.08
H 0.155 3.851 -2.603 0.05 -0.01 -0.05
H 2.130 1.588 0.273 -0.06 0.09 0.10
C 4.020 -0.289 0.844 0.08 0.09 -0.01
O 5.230 -0.398 0.839 0.11 -0.10 -0.11
N 3.325 -0.220 2.016 0.27 0.15 0.51
C 1.942 -0.350 2.204 -0.52 -0.15 0.11
C 1.194 -1.253 1.451 0.06 0.09 0.24
C -0.166 -1.371 1.645 0.05 0.08 0.08
C -0.812 -0.588 2.598 0.79 -0.07 -0.29
C -0.060 0.290 3.376 -0.28 -0.16 -0.05
C 1.303 0.400 3.185 0.13 -0.12 -0.21
H 1.878 1.081 3.796 0.05 0.10 0.03
H -0.548 0.883 4.136 -0.05 0.09 0.08
N -2.182 -0.711 2.788 -1.02 -0.31 -0.25
S -3.270 -1.161 1.589 0.08 0.35 0.44
O -4.552 -0.912 2.175 0.08 0.28 0.00
O -2.960 -2.479 1.129 0.28 0.21 -0.15
C -2.964 0.020 0.282 -0.13 -0.51 0.40
C -3.462 1.299 0.437 -0.10 0.17 0.06
C -3.238 2.234 -0.559 -0.01 -0.02 0.08
C -2.517 1.879 -1.688 -0.01 -0.05 0.00
C -2.018 0.594 -1.830 -0.06 -0.01 0.02
C -2.243 -0.345 -0.836 0.06 -0.15 -0.12
H -1.887 -1.359 -0.924 0.07 -0.11 -0.08
H -1.456 0.324 -2.710 0.09 -0.03 -0.09
H -2.350 2.608 -2.466 0.04 0.08 -0.08
H -3.627 3.236 -0.456 -0.04 0.07 0.02
H -4.037 1.534 1.319 -0.09 0.12 0.07
H -2.595 -0.103 3.476 -0.21 0.03 0.00
H -0.738 -2.092 1.088 0.06 -0.12 -0.09
H 1.686 -1.876 0.721 0.01 -0.08 -0.05
H 3.896 -0.130 2.848 0.03 -0.07 -0.21
H 4.182 -1.765 -1.407 0.09 -0.07 0.00
H 2.875 -1.521 -3.457 -0.02 -0.04 -0.10
H 2.170 -0.433 -5.382 -0.03 -0.01 0.03
H 0.442 -0.185 -5.729 0.07 -0.07 0.02

Record-wise max |F| values, in Eh/bohr: 0.0802, 0.0034, 0.0067, 0.0213